No. 1
ORCA calculation (ωB97M-V with the def2-TZVPD basis set) on a 10-piece molecular cluster, C49H59F2N10O4S2 overall.

```
126
Properties=species:S:1:pos:R:3:forces:R:3
C -1.72074 1.43686 -0.42195 0.628 -0.189 0.154
C -0.37788 1.04574 -1.05646 -0.492 0.331 0.087
F -0.37268 1.46781 -2.37946 0.087 0.105 -0.141
C 0.87259 1.71373 -0.43639 -0.414 -0.462 -0.344
N 1.60832 0.79586 0.47386 0.150 0.358 -0.315
C 0.84013 0.07364 1.32358 -0.251 -0.572 0.801
C 1.37112 -0.83200 2.18755 0.455 0.093 -0.266
C 2.76113 -1.08171 2.18974 -0.500 0.125 -0.186
C 3.34214 -2.07534 3.02344 0.148 -0.430 0.368
C 2.52164 -2.94557 3.95286 0.291 0.305 -0.471
S 2.80659 -4.71481 3.67260 -1.364 -0.592 0.305
O 1.93821 -5.11470 2.59954 0.410 0.365 -0.249
O 2.66607 -5.36828 4.93804 0.576 0.184 -0.059
C 4.70003 -2.26552 2.97512 -0.006 0.485 -0.337
C 5.49584 -1.51328 2.08012 0.073 -0.161 0.200
C 4.96402 -0.56569 1.26632 0.124 0.003 -0.098
C 3.56569 -0.29209 1.30307 0.449 -0.323 0.161
C 2.93820 0.66548 0.48250 -0.398 0.194 0.265
S 3.98832 1.63397 -0.62788 1.483 -0.344 0.011
O 4.02601 0.88299 -1.82526 -0.588 0.482 -0.232
O 5.18274 1.99259 0.03767 -0.407 0.098 0.200
F 3.25095 2.99381 -0.84441 -0.204 -0.381 0.054
H -2.43267 1.68403 -1.20543 -0.098 -0.201 -0.028
H -1.62788 2.30554 0.23068 -0.032 0.033 0.006
H -2.08922 0.59880 0.17086 -0.306 0.125 -0.015
H -0.25996 -0.03910 -1.08649 0.120 -0.042 0.023
H 0.60023 2.59599 0.13864 0.084 0.103 -0.029
H 1.48252 1.95976 -1.29885 0.037 -0.006 0.219
H -0.22813 0.22642 1.33665 0.025 0.313 -0.320
H 0.70588 -1.36700 2.84442 -0.100 0.071 -0.007
H 1.45537 -2.87805 3.75589 -0.044 -0.095 0.073
H 2.68481 -2.70290 5.00142 0.212 -0.172 0.017
H 4.07961 -4.80629 3.19532 0.005 0.146 0.231
H 5.20272 -2.98873 3.60373 -0.069 -0.018 0.092
H 6.55877 -1.71146 2.04355 0.008 -0.009 -0.021
H 5.63172 -0.05934 0.59049 -0.094 0.093 -0.006
N -5.80453 1.53930 -4.70905 0.060 -0.035 0.015
C -5.75991 0.32735 -4.07780 -0.040 0.009 -0.088
C -4.50374 0.17989 -3.55281 0.125 -0.018 0.119
C -3.76743 1.35369 -3.87545 0.001 0.013 0.092
C -4.59775 2.16957 -4.59489 -0.094 0.060 0.055
H -6.60285 1.90756 -5.19298 -0.007 0.002 -0.006
H -6.61613 -0.32480 -4.06001 0.013 -0.013 0.018
H -4.14775 -0.67721 -3.00316 -0.061 -0.027 0.007
H -2.74147 1.56797 -3.62512 0.023 -0.010 -0.049
H -4.43141 3.13610 -5.03795 0.022 -0.012 -0.014
N -0.75529 1.48864 -7.67570 -0.019 -0.042 0.032
C -1.42033 1.06480 -6.55535 0.029 0.017 -0.022
C -2.55189 0.40798 -6.96086 0.052 -0.031 -0.064
C -2.56651 0.43555 -8.38221 -0.016 -0.017 -0.009
C -1.44766 1.10949 -8.79240 0.021 0.012 -0.004
H 0.10489 2.00347 -7.67850 0.004 0.013 -0.010
H -1.03358 1.26855 -5.57135 -0.023 0.011 0.011
H -3.28738 -0.03931 -6.31368 -0.017 0.026 0.021
H -3.31541 0.01028 -9.02900 0.000 -0.001 -0.003
H -1.08705 1.35027 -9.77764 -0.018 -0.001 -0.005
N -3.77760 -3.68453 -2.56209 0.008 0.053 0.023
C -4.09732 -4.23209 -1.34729 0.046 0.141 0.123
C -5.38112 -4.70256 -1.42290 0.000 -0.003 -0.004
C -5.84946 -4.44092 -2.73920 0.006 0.055 0.040
C -4.83883 -3.80954 -3.41336 -0.001 0.017 -0.093
H -2.89992 -3.26039 -2.79655 0.030 -0.059 -0.052
H -3.38456 -4.24069 -0.53868 0.013 -0.095 -0.008
H -5.92303 -5.18524 -0.62714 0.003 -0.015 -0.005
H -6.81713 -4.68704 -3.14210 -0.001 -0.004 0.004
H -4.77828 -3.44265 -4.42383 -0.037 -0.008 -0.006
N 4.15848 -3.08684 -3.63521 -0.010 -0.090 0.136
C 4.14570 -4.40622 -3.27205 -0.004 0.045 -0.051
C 4.23542 -4.46988 -1.90806 -0.004 -0.021 0.033
C 4.30743 -3.13241 -1.43137 -0.022 0.006 0.040
C 4.25717 -2.30214 -2.52308 0.003 0.052 -0.011
H 4.10655 -2.74795 -4.57835 0.011 0.000 -0.018
H 4.07249 -5.18424 -4.01188 0.009 -0.016 0.017
H 4.24869 -5.37225 -1.31991 -0.009 -0.024 -0.015
H 4.38560 -2.81338 -0.40221 -0.035 0.023 -0.009
H 4.28448 -1.22985 -2.59601 0.032 -0.051 -0.043
N -4.53110 -1.36297 1.08949 0.170 0.059 -0.030
C -4.94969 -0.08724 0.81900 0.033 -0.014 -0.010
C -5.34519 0.48364 2.00065 0.049 0.017 -0.019
C -5.16055 -0.48692 3.02295 0.035 0.025 0.026
C -4.65541 -1.61324 2.43016 0.050 -0.040 -0.042
H -4.20953 -2.02331 0.40348 -0.179 -0.080 -0.053
H -4.94009 0.29829 -0.18762 -0.068 -0.012 -0.012
H -5.73278 1.48154 2.11920 -0.006 0.003 0.006
H -5.37870 -0.37123 4.07138 -0.010 0.023 -0.003
H -4.38274 -2.56992 2.84316 -0.057 -0.017 0.001
N 6.72674 -4.63596 1.09249 -0.127 0.062 0.107
C 6.65938 -5.79809 1.81878 -0.048 0.105 0.026
C 7.92622 -6.10125 2.23952 -0.004 0.011 0.051
C 8.79081 -5.08563 1.74987 0.012 0.008 0.008
C 8.02377 -4.19832 1.04357 -0.063 0.034 0.049
H 5.94647 -4.18633 0.64863 0.042 -0.077 -0.219
H 5.72285 -6.31097 1.96580 0.027 -0.066 -0.068
H 8.20496 -6.95894 2.82781 0.004 -0.001 0.000
H 9.85605 -5.02062 1.89286 0.004 -0.008 -0.003
H 8.28864 -3.30137 0.50915 0.025 -0.036 -0.049
N -2.59242 0.00475 6.99940 0.087 0.070 -0.015
C -2.40370 1.18919 7.65925 -0.028 -0.048 -0.003
C -2.38398 2.19203 6.72714 0.010 -0.003 0.012
C -2.56944 1.58673 5.45423 0.105 0.061 -0.099
C -2.68934 0.23818 5.65442 0.010 -0.145 0.027
H -2.65516 -0.89560 7.43683 -0.028 -0.004 0.018
H -2.30804 1.21769 8.73096 -0.006 0.019 0.000
H -2.25796 3.24166 6.93437 0.004 -0.001 0.003
H -2.61617 2.08307 4.49840 -0.065 0.009 0.002
H -2.85051 -0.56572 4.95615 -0.065 0.013 -0.003
N 1.50272 5.53516 -0.67907 0.051 0.028 0.050
C 2.67002 6.24561 -0.56958 -0.012 0.016 0.000
C 2.34679 7.57510 -0.53933 0.001 -0.038 0.046
C 0.93099 7.67396 -0.62851 0.051 -0.024 0.000
C 0.44133 6.40080 -0.72180 -0.196 -0.068 0.102
H 1.43407 4.53887 -0.72974 0.022 0.014 -0.112
H 3.62292 5.74695 -0.52267 0.018 0.035 -0.007
H 3.04633 8.38931 -0.45682 -0.001 0.003 -0.002
H 0.34363 8.57633 -0.62323 0.005 0.005 -0.025
H -0.56813 6.03175 -0.80860 -0.013 0.057 -0.112
N -1.58545 5.57098 2.13906 -0.024 -0.067 -0.035
C -1.79775 4.60311 3.08194 0.063 -0.113 -0.076
C -2.79887 5.03028 3.90843 -0.078 0.008 0.078
C -3.20758 6.31145 3.44704 0.021 -0.007 -0.052
C -2.44080 6.61679 2.35310 -0.019 -0.038 0.036
H -0.90561 5.51777 1.40505 0.116 0.193 -0.026
H -1.22057 3.69301 3.08478 0.020 0.003 0.055
H -3.19355 4.48276 4.74814 -0.030 0.036 0.009
H -3.97703 6.93507 3.86930 0.001 0.002 0.006
H -2.43064 7.48228 1.71316 0.003 0.012 0.020
```
Positions in Å, forces in eV/Å.

Output
- E_LUMO: -5.41 eV
- Multiplicity: 1
- Gap between HOMO and LUMO: 4.286 eV
- Electronic energy: -3746.7974 Ha
- Total charge: +1


No. 2
ORCA calculation (ωB97M-V with the def2-TZVPD basis set) on C32H99BF8N5O28P2S2 as an isolated structure.

```
177
Properties=species:S:1:pos:R:3:forces:R:3
C 0.98816 5.66612 -0.86570 0.565 -0.410 -0.246
C 0.98152 4.57093 -2.09781 1.406 -0.364 -0.096
C 1.16405 2.99959 -1.54350 1.876 1.562 -1.368
N 0.05332 2.63179 -0.59575 0.119 -0.169 1.841
C -0.18763 1.16848 -0.38549 1.737 1.096 -1.373
C 1.32050 0.69680 0.05694 1.519 -1.899 -0.489
O -0.53328 0.63246 -1.68916 -0.796 0.475 1.257
C -1.90113 0.83637 -2.12929 1.776 -2.752 -2.528
N -2.32325 -0.61835 -2.48105 0.103 1.385 0.256
C -1.73472 1.41668 -3.64232 0.730 -1.585 -2.435
O -0.78642 2.49847 -3.90579 -0.900 -0.019 2.260
N -1.01028 2.84719 -5.19730 -1.835 3.193 -1.657
O -1.68390 3.86268 -5.27171 1.941 -2.636 0.317
C -2.98969 1.51337 -1.10921 -1.296 1.021 -2.389
P -4.63125 0.66568 -1.75856 -2.341 -2.053 -4.222
O -4.87247 0.75049 -3.30414 1.679 0.241 3.613
B -3.23925 3.02165 -1.74344 0.300 5.680 -1.821
O -4.56674 3.52688 -2.25091 3.375 -2.477 -0.482
O -2.21415 4.10784 -1.85061 -2.102 -3.708 -0.782
N -2.76961 1.44326 0.38903 -0.539 -3.913 -0.283
C -3.74843 0.55533 1.16734 -3.708 -3.333 3.132
C -5.22384 1.12148 1.56579 -1.425 0.253 1.190
F -6.31504 0.06640 1.52297 3.264 2.099 -0.488
S -2.93342 2.89757 1.34559 9.854 6.107 10.648
O -2.98212 2.59541 2.91886 -1.954 -0.971 -6.267
O -1.62677 3.81228 1.38026 -4.890 -3.809 -2.653
C -4.04230 4.29263 1.26753 -0.734 9.519 1.409
F -3.59859 5.44342 0.36262 -1.540 -4.766 1.653
F -3.67729 5.08025 2.55304 -0.778 -3.432 -3.024
C -5.61437 4.49369 1.35828 -3.388 3.573 2.811
F -5.80335 5.95035 1.80496 1.086 -4.410 -1.577
F -6.32639 3.82676 2.51712 2.706 1.167 -4.311
C -6.56396 4.59080 0.03716 -5.072 2.292 -1.704
F -7.02855 3.35976 -0.59479 2.378 3.927 1.982
F -7.85552 5.18295 0.58661 4.292 -2.255 -1.710
F -6.16162 5.66095 -0.95275 -0.856 -4.597 3.577
C -1.42519 0.68840 0.57824 5.431 0.695 1.276
S -0.55374 1.01801 2.26131 -0.486 1.308 1.356
P -1.42815 -1.19143 0.66615 -2.227 -7.787 -0.391
N -2.55806 -2.11378 -0.01343 0.192 1.931 1.259
O -1.55360 -1.72077 2.37047 2.761 0.546 -3.338
O -0.04518 -2.02918 -0.07681 -1.112 3.075 1.083
H -0.08564 6.04175 -0.59219 2.110 -0.654 -0.530
H 1.70456 6.55208 -1.22139 -1.841 -1.773 0.997
H 1.50947 5.16894 0.08629 -1.299 1.353 -2.351
H 0.11083 4.69638 -2.86086 1.459 -0.298 1.658
H 1.98561 4.77507 -2.71056 -2.305 -0.608 1.286
H 1.34393 2.26354 -2.43457 -0.856 1.361 1.652
H 2.22229 3.07293 -0.98910 -2.333 -0.343 -0.915
H 0.46963 2.97650 0.32309 -1.384 -0.393 -1.371
H 1.98967 1.51173 0.59043 -1.900 -1.314 -1.303
H 1.44341 -0.23162 0.73328 -0.531 1.352 -1.348
H 1.87663 0.40105 -0.96004 -1.325 0.792 2.170
H -1.48574 -1.23983 -2.50996 -0.888 1.098 0.197
H -2.73840 -0.68136 -3.42697 0.148 0.256 0.559
H -1.19141 0.54134 -4.26575 -1.565 1.429 1.843
H -2.68963 1.62639 -4.26671 1.014 -0.418 1.782
H -5.83469 1.22113 -1.21116 1.086 0.140 0.540
H -4.68836 -0.75852 -1.39968 0.463 1.454 0.363
H -4.39134 3.62345 -3.24599 -0.813 0.109 1.828
H -2.19395 4.47566 -2.78303 -0.239 -0.280 1.480
H -3.30878 0.18829 2.21826 -0.282 1.175 -2.603
H -4.10978 -0.41477 0.66203 1.559 1.436 -0.116
H -5.30499 1.49931 2.69683 0.392 -0.691 -2.847
H -5.54225 1.88750 0.77389 0.119 -0.887 1.320
H 0.34511 0.01013 2.57519 -1.096 0.091 -1.042
H -3.10800 -2.64663 0.69346 0.522 0.747 -0.572
H -0.93561 -2.53214 2.37897 -1.368 1.038 0.320
H 0.00563 -1.83116 -1.05260 -0.200 -0.008 1.359
C -1.91266 -5.61124 3.97667 -0.276 -0.280 0.348
O -1.87682 -4.46762 3.14288 -0.205 0.794 -0.627
H -0.89408 -5.85813 4.28499 -0.150 0.096 -0.089
H -2.51765 -5.39925 4.86166 0.161 -0.303 0.041
H -2.33793 -6.45278 3.42442 0.076 -0.127 0.180
H -2.79399 -4.27279 2.88541 0.550 -0.056 0.131
C -1.70777 -7.24587 7.77886 -0.136 -0.002 0.055
O -2.73479 -6.66339 6.99765 -0.440 0.275 -0.013
H -0.75696 -7.14042 7.25126 -0.135 0.006 0.019
H -1.64629 -6.73345 8.74208 0.208 -0.140 0.100
H -1.92170 -8.30654 7.93128 0.189 -0.058 0.128
H -3.56564 -6.77213 7.49091 0.314 -0.151 -0.342
C 3.99223 3.80969 2.05664 0.213 -0.099 0.223
O 2.96521 4.39216 1.27543 -0.702 -0.153 0.002
H 4.94304 3.91513 1.52903 -0.205 0.049 0.102
H 4.05371 4.32211 3.01985 0.215 -0.147 0.029
H 3.77830 2.74901 2.20906 0.214 -0.108 0.151
H 2.13436 4.28342 1.76868 0.445 0.216 -0.157
C 2.08896 1.20752 -6.73208 -0.162 -0.363 -0.084
O 2.25304 1.07674 -5.33197 0.152 -0.338 0.821
H 1.93738 2.26180 -6.97504 -0.008 -0.064 0.199
H 2.98533 0.84390 -7.24045 -0.121 0.024 -0.243
H 1.21667 0.63288 -7.05291 0.237 0.178 -0.206
H 2.38549 0.13144 -5.14679 -0.036 0.540 -0.179
C 2.38896 -1.74410 -9.22885 0.069 -0.046 -0.218
O 2.55304 -1.87487 -7.82874 0.087 -0.481 0.650
H 2.23738 -0.68981 -9.47182 -0.049 -0.223 0.150
H 3.28533 -2.10771 -9.73723 -0.071 0.017 -0.209
H 1.51667 -2.31874 -9.54968 0.009 0.109 -0.250
H 2.68549 -2.82017 -7.64356 -0.040 0.586 -0.048
C 8.24370 3.30263 1.76440 0.068 0.140 -0.036
O 7.39148 4.43104 1.83329 -0.019 0.465 -0.157
H 7.74782 2.45339 2.24022 0.008 0.164 -0.119
H 8.44843 3.06282 0.71811 0.141 -0.246 0.051
H 9.17753 3.51752 2.28959 0.122 -0.227 -0.024
H 7.85789 5.16811 1.40360 -0.268 -0.204 0.251
C -5.30457 -4.77564 -1.50840 0.061 -0.023 -0.051
O -4.75096 -3.78189 -0.66561 0.318 0.301 -0.023
H -6.23510 -5.13866 -1.06583 0.166 0.103 -0.036
H -5.51431 -4.34589 -2.49098 -0.126 -0.215 -0.092
H -4.60113 -5.60626 -1.60472 -0.168 -0.148 -0.136
H -3.92707 -3.47901 -1.08384 -0.275 0.072 0.356
C -5.84459 6.53304 5.22900 0.035 -0.044 -0.180
O -6.53279 5.29707 5.17326 -0.049 -0.487 -0.351
H -6.03596 7.00286 6.19656 -0.019 -0.160 -0.148
H -4.77162 6.35907 5.11671 0.090 0.264 0.042
H -6.20395 7.18755 4.43118 0.148 0.216 0.079
H -6.34423 4.90389 4.30419 -0.197 0.276 0.626
C -2.71104 -1.46582 -6.70526 -0.033 -0.140 -0.367
O -2.54696 -1.59660 -5.30515 0.202 -0.447 0.689
H -2.86262 -0.41154 -6.94822 0.029 -0.160 0.140
H -1.81467 -1.82944 -7.21363 -0.094 0.104 -0.187
H -3.58333 -2.04046 -7.02609 0.038 0.124 -0.192
H -2.41451 -2.54190 -5.11997 -0.097 0.527 -0.062
C 7.27899 -0.49725 3.04899 0.128 -0.164 -0.048
O 6.77922 -0.08975 1.78863 -0.008 -0.109 -0.610
H 6.82745 0.12224 3.82736 0.027 -0.056 -0.195
H 7.01969 -1.54436 3.22356 0.105 0.012 0.261
H 8.36420 -0.37110 3.06980 0.019 -0.069 0.268
H 7.19733 -0.65676 1.11846 -0.287 0.395 0.331
C 1.12429 -4.20651 6.24725 -0.174 -0.206 -0.072
O 0.95242 -3.01045 5.50954 -0.415 0.530 -0.513
H 2.10865 -4.19338 6.72095 -0.165 0.050 -0.144
H 0.35241 -4.27455 7.01778 0.100 -0.244 0.094
H 1.05810 -5.06410 5.57331 0.087 -0.121 0.293
H 0.07100 -3.05078 5.10100 0.463 0.033 0.261
C -0.62532 1.76954 -9.38553 0.320 0.048 -0.033
O 0.61200 1.09510 -9.24951 0.008 0.024 0.082
H -1.43721 1.04446 -9.29271 0.148 0.041 -0.014
H -0.71977 2.52178 -8.59853 -0.272 0.109 -0.027
H -0.67569 2.24589 -10.36766 -0.238 0.101 0.029
H 1.31286 1.76346 -9.33625 -0.242 -0.471 -0.343
C 3.15541 3.58469 -10.83912 0.187 0.108 -0.229
O 2.46721 2.34873 -10.89486 0.032 -0.294 -0.345
H 2.96404 4.05452 -9.87156 -0.017 -0.133 -0.128
H 4.22838 3.41073 -10.95141 0.034 0.259 0.057
H 2.79605 4.23920 -11.63694 0.145 0.190 0.110
H 2.65577 1.95555 -11.76394 -0.243 0.066 0.571
C 4.34370 3.76331 -4.32453 0.197 0.014 -0.033
O 3.49148 4.89171 -4.25564 0.051 0.631 -0.274
H 3.84782 2.91406 -3.84871 -0.022 0.181 -0.138
H 4.54843 3.52350 -5.37082 0.104 -0.255 0.080
H 5.27753 3.97819 -3.79934 0.104 -0.213 -0.031
H 3.95789 5.62878 -4.68533 -0.356 -0.348 0.289
C 2.81782 -7.71286 7.64686 0.231 -0.327 -0.071
O 2.04532 -7.25014 6.55439 -0.129 0.203 -0.737
H 2.25564 -7.55734 8.57060 0.004 0.037 -0.192
H 3.02359 -8.77893 7.52320 0.124 0.150 0.305
H 3.75503 -7.15305 7.69466 0.084 -0.076 0.237
H 2.56947 -7.40109 5.74945 -0.374 0.080 0.455
C 10.61782 6.54563 2.13931 0.204 -0.035 -0.027
O 9.84532 7.00835 1.04684 -0.130 -0.092 -0.624
H 10.05564 6.70115 3.06305 0.021 0.013 -0.215
H 10.82359 5.47956 2.01565 0.144 -0.033 0.243
H 11.55503 7.10544 2.18711 0.056 -0.130 0.226
H 10.36947 6.85740 0.24191 -0.372 0.167 0.414
C -5.29008 -9.72071 8.33115 -0.124 -0.150 -0.063
O -5.15449 -8.44929 7.72335 -0.192 0.425 -0.470
H -4.66004 -9.75715 9.22292 -0.088 0.097 -0.172
H -6.33266 -9.87937 8.61752 0.077 -0.216 0.120
H -4.97135 -10.49638 7.63059 -0.023 -0.173 0.180
H -5.72451 -8.44683 6.93562 0.386 0.100 0.441
C 3.08745 -11.95097 8.12511 0.069 -0.135 0.167
O 3.87369 -10.77756 8.22142 0.463 0.162 0.356
H 2.42200 -11.86293 7.26316 0.148 0.074 0.125
H 3.73954 -12.81772 7.99223 -0.219 -0.157 -0.039
H 2.49061 -12.06633 9.03313 -0.131 -0.214 -0.104
H 4.45358 -10.88474 8.99452 -0.289 0.154 -0.479
```
Positions in Å, forces in eV/Å.

Output
- E_LUMO: -6.46 eV
- Multiplicity: 1
- Gap between HOMO and LUMO: 4.786 eV
- Electronic energy: -5960.6141 Ha
- Total charge: +1


| no. | HOMO level (eV) |
| --- | --- |
| 1 | -9.696 |
| 2 | -11.246 |